<1>
C4H5NOS | ωB97M-V/def2-TZVPD

The molar mass comes out at 115.2 g mol⁻¹.

Last column: natural (NBO) charge in e.
Cartesian coordinates (Å):
C: -1.820 0.586 -0.092  0.47
C: -0.864 -0.272 -0.943  -0.74
C: 1.312 -0.403 0.970  -0.65
C: 1.418 0.917 0.149  0.24
H: -2.221 1.388 -0.922  0.09
H: -0.453 0.624 -1.579  0.25
H: -1.569 -0.593 -1.749  0.29
H: 1.051 -0.290 2.202  0.30
H: 2.358 -1.238 0.923  0.29
N: 1.660 1.860 -0.528  -0.32
O: -2.032 0.520 1.064  -0.51
S: 0.324 -1.377 -0.262  0.30

<2>
C4H5NOS | ωB97M-V/def2-TZVPD

The molar mass comes out at 115.2 g mol⁻¹.

Last column: natural (NBO) charge in e.
Cartesian coordinates (Å):
C: 0.813 0.262 1.086  -0.53
C: 0.492 1.958 -0.872  -0.28
C: 0.000 -0.494 0.383  0.18
C: -0.739 -1.833 0.374  -0.69
N: -0.258 1.034 -1.281  0.13
O: -1.022 0.808 -2.242  -0.44
S: 1.184 1.876 0.645  0.39
H: 1.444 -0.053 2.021  0.27
H: 0.760 2.844 -1.360  0.23
H: -1.073 -1.839 1.410  0.24
H: -1.544 -1.898 -0.368  0.26
H: -0.059 -2.666 0.204  0.24

Most stable structure: <1>

<1>
C6H10O4 | ωB97M-V/def2-TZVPD

The molar mass comes out at 146.1 g mol⁻¹.

Last column: natural (NBO) charge in e.
Cartesian coordinates (Å):
C: 2.058 -1.389 1.915  -0.26
C: 1.322 0.361 0.230  0.18
C: 1.728 -0.337 -0.812  -0.50
O: 1.385 -0.143 1.719  -0.57
H: 1.329 1.434 0.333  0.23
H: 2.146 -1.549 2.988  0.21
H: 3.037 -1.372 1.436  0.20
H: 1.468 -2.197 1.477  0.19
H: 1.976 0.213 -1.706  0.24
H: 1.776 -1.413 -0.836  0.22
C: -2.373 1.168 -1.969  -0.72
C: -1.875 -0.093 0.221  0.71
C: -1.666 1.174 -0.651  0.50
O: -0.805 -0.469 0.870  -0.81
O: -2.889 -0.747 0.113  -0.59
O: -1.047 2.097 -0.181  -0.54
H: 0.053 -0.151 1.745  0.57
H: -2.344 2.154 -2.429  0.23
H: -1.883 0.445 -2.626  0.24
H: -3.395 0.813 -1.836  0.26

<2>
C6H10O4 | ωB97M-V/def2-TZVPD

The molar mass comes out at 146.1 g mol⁻¹.

Last column: natural (NBO) charge in e.
Cartesian coordinates (Å):
C: 0.662 -0.907 -0.321  0.08
C: -0.463 -1.886 -0.052  -0.44
C: -1.578 -0.871 0.304  0.05
C: -1.532 0.393 -0.364  0.03
C: -0.573 1.435 0.367  0.06
C: 0.690 0.469 0.461  0.05
H: 2.583 -0.704 -0.042  0.50
H: 0.560 -0.661 -1.383  0.16
H: -0.154 -2.597 0.739  0.23
H: -0.682 -2.533 -1.012  0.23
H: -1.487 -0.618 1.345  0.16
H: -1.279 0.409 -1.395  0.18
H: -0.818 1.579 1.406  0.19
H: 0.486 2.350 -1.125  0.48
H: 0.795 0.217 1.490  0.17
H: 2.021 2.114 0.452  0.50
O: 1.940 -1.534 -0.240  -0.73
O: -2.789 -0.291 -0.176  -0.44
O: -0.316 2.639 -0.413  -0.71
O: 1.935 0.997 -0.042  -0.75

Most stable structure: <1>

<1>
C3H9NO2 | ωB97M-V/def2-TZVPD

As for the expectation value of S²: 0.755. The molar mass comes out at 91.1 g mol⁻¹. As for the total charge: +1. Its spin multiplicity is 2.

Last column: natural (NBO) charge in e.
Cartesian coordinates (Å):
C: 2.400 0.692 -0.015  -0.06
O: 1.092 0.496 0.547  -0.80
C: 2.331 1.296 -1.395  -0.65
H: 2.879 -0.297 0.001  0.17
H: 3.031 1.225 0.696  0.19
H: 0.853 0.886 1.383  0.50
H: 2.380 2.384 -1.300  0.22
H: 1.459 1.126 -2.021  0.22
H: 3.262 1.059 -1.916  0.24
C: -2.060 -1.397 0.390  0.46
N: -1.313 -0.530 -0.251  -0.67
O: -3.146 -0.942 0.877  -0.03
H: -1.995 -2.485 0.363  0.27
H: -1.804 0.333 -0.478  0.45
H: -0.297 -0.630 -0.345  0.49

<2>
C3H9NO2 | ωB97M-V/def2-TZVPD

As for the expectation value of S²: 0.756. The molar mass comes out at 91.1 g mol⁻¹. As for the total charge: +1. Its spin multiplicity is 2.

Last column: natural (NBO) charge in e.
Cartesian coordinates (Å):
C: -1.004 1.401 2.263  -0.64
C: -0.998 -0.051 1.807  -0.45
C: 0.164 -0.403 0.831  0.66
N: 1.328 0.156 1.063  -0.70
O: -0.004 -1.474 0.222  -0.06
H: -0.801 1.523 3.334  0.25
H: -2.019 1.721 2.129  0.26
H: -0.266 2.081 1.817  0.24
H: -1.031 -0.735 2.661  0.29
H: -1.932 -0.301 1.246  0.27
H: 1.591 0.578 1.942  0.46
H: 2.113 -0.323 0.602  0.44
H: 1.208 -0.171 -5.590  0.48
H: -0.290 -0.561 -5.336  0.47
O: 0.387 0.107 -5.175  -0.95

Most stable structure: <2>

<1>
C5H7OP | ωB97M-V/def2-TZVPD

The molar mass comes out at 114.1 g mol⁻¹. The SMILES is COP1=CC=CC=1.

Last column: natural (NBO) charge in e.
Cartesian coordinates (Å):
C: -2.665 0.044 -0.073  -0.24
O: -1.457 0.668 -0.408  -0.77
P: -0.090 0.646 0.790  1.05
C: 0.658 -1.013 0.649  -0.53
C: 1.889 -0.918 0.122  -0.20
C: 2.199 0.387 -0.428  -0.21
C: 1.217 1.291 -0.286  -0.51
H: -2.643 -0.441 0.904  0.16
H: -2.883 -0.716 -0.830  0.18
H: -3.465 0.791 -0.075  0.18
H: 0.261 -1.893 1.130  0.23
H: 2.596 -1.732 0.063  0.22
H: 3.135 0.574 -0.933  0.22
H: 1.248 2.312 -0.625  0.23

<2>
C5H7OP | ωB97M-V/def2-TZVPD

The molar mass comes out at 114.1 g mol⁻¹.

Last column: natural (NBO) charge in e.
Cartesian coordinates (Å):
C: -1.242 0.275 1.789  -0.16
C: -1.701 0.598 -0.549  -0.69
C: 0.711 -0.246 0.500  -0.66
C: -0.001 -0.214 1.723  0.13
C: 0.670 -0.008 -2.385  -0.95
O: 0.619 -0.763 2.887  -0.68
P: 0.027 0.619 -0.771  1.14
H: -1.940 0.610 2.608  0.22
H: -2.175 1.602 -0.447  0.19
H: 1.629 -0.696 0.447  0.22
H: 0.539 0.659 -3.220  0.25
H: -0.150 -0.629 -2.706  0.26
H: 1.647 -0.486 -2.332  0.25
H: 1.366 -1.321 2.455  0.47

Most stable structure: <1>

<1>
C2H3F3O2 | ωB97M-V/def2-TZVPD

The molar mass comes out at 116.0 g mol⁻¹. The SMILES is OOC(F)(F)CF.

Last column: natural (NBO) charge in e.
Cartesian coordinates (Å):
O: 2.091 -0.975 0.188  -0.41
O: 1.177 0.118 0.076  -0.29
C: -0.121 -0.278 0.050  0.84
F: -0.383 -1.034 1.077  -0.31
F: -0.350 -1.119 -1.041  -0.36
C: -0.979 1.019 0.064  0.00
F: -2.324 0.668 0.150  -0.33
H: 2.240 -1.248 -0.746  0.47
H: -0.664 1.387 1.007  0.19
H: -0.687 1.462 -0.825  0.19

<2>
C2H3F3O2 | ωB97M-V/def2-TZVPD

The molar mass comes out at 116.0 g mol⁻¹. The SMILES is OC(O)(F)C(F)F.

Last column: natural (NBO) charge in e.
Cartesian coordinates (Å):
O: -1.354 -0.062 -0.832  -0.71
C: -0.298 0.410 -0.057  0.76
O: -0.731 0.661 1.182  -0.68
F: 0.151 1.607 -0.745  -0.37
C: 0.921 -0.526 -0.014  0.51
F: 0.281 -1.871 -0.058  -0.39
F: 1.626 -0.519 1.123  -0.30
H: -1.429 -0.997 -1.013  0.51
H: -0.767 1.619 1.292  0.50
H: 1.600 -0.323 -0.879  0.17

Most stable structure: <2>

<1>
C6H9ClN | ωB97M-V/def2-TZVPD

The molar mass comes out at 130.6 g mol⁻¹. As for the total charge: +1. The SMILES is C/[NH+]=C/C=C\C=C\Cl.

Last column: natural (NBO) charge in e.
Cartesian coordinates (Å):
C: 0.363 -2.505 1.305  -0.42
N: 0.307 -1.181 0.575  -0.48
C: -0.548 -0.246 0.983  0.20
C: -0.564 1.094 0.795  -0.39
C: 0.053 1.978 -0.100  0.03
C: 0.395 1.864 -1.527  -0.32
C: -0.189 0.923 -2.372  -0.11
Cl: 0.130 0.997 -4.019  0.15
H: 1.311 -2.993 1.147  0.24
H: -0.468 -3.199 1.029  0.23
H: 0.375 -2.314 2.304  0.21
H: 1.039 -1.169 -0.093  0.42
H: -1.145 -0.659 1.769  0.22
H: -1.129 1.533 1.704  0.27
H: 0.181 3.042 0.371  0.26
H: 0.804 2.723 -1.890  0.24
H: -0.914 0.112 -1.980  0.24

<2>
C6H9ClN | ωB97M-V/def2-TZVPD

The molar mass comes out at 130.6 g mol⁻¹. As for the total charge: +1. The SMILES is CC1=C[N+](C)=C(Cl)C1.

Last column: natural (NBO) charge in e.
Cartesian coordinates (Å):
C: -2.236 1.245 -0.153  -0.66
C: -0.930 0.618 -0.131  0.05
C: -0.581 -0.664 0.004  -0.04
N: 0.780 -0.893 0.040  -0.28
C: 1.446 -2.088 0.271  -0.46
C: 1.354 0.353 -0.056  0.34
Cl: 3.015 0.646 -0.223  0.19
C: 0.327 1.382 -0.075  -0.56
H: -2.818 1.006 0.734  0.26
H: -2.857 0.995 -1.130  0.27
H: -2.040 2.376 -0.345  0.24
H: -1.157 -1.636 0.046  0.25
H: 1.708 -2.275 1.384  0.26
H: 2.322 -2.223 -0.299  0.25
H: 0.809 -3.056 0.015  0.26
H: 0.430 2.232 -0.870  0.32
H: 0.428 1.983 0.789  0.32

Most stable structure: <2>